The following is a quantum chemistry calculation of a molecular structure, C44H26BrCl5F4LiN8O2P, from the Open Molecules 2025 dataset.

Last column: Löwdin charge in e.
Positions of all 92 atoms, in Å:
Li (0.624, 0.102, -0.564)  0.515
F (-2.110, -1.642, 6.481)  0.138
C (-2.011, -0.879, 5.403)  -0.167
C (-1.871, 0.480, 5.529)  -0.152
F (-1.853, 1.025, 6.735)  0.142
C (-1.760, 1.277, 4.404)  -0.214
F (-1.682, 2.582, 4.645)  0.114
C (-1.762, 0.754, 3.117)  -0.299
P (-1.449, 1.663, 1.520)  1.106
C (-1.120, 3.415, 1.966)  -0.370
C (-1.950, 4.455, 1.554)  -0.076
C (-1.600, 5.778, 1.809)  -0.076
C (-0.421, 6.074, 2.476)  -0.087
C (0.421, 5.042, 2.877)  -0.082
C (0.080, 3.726, 2.610)  -0.120
C (-3.164, 1.736, 0.867)  -0.412
C (-3.311, 1.686, -0.519)  -0.096
C (-4.573, 1.691, -1.101)  -0.057
C (-5.702, 1.740, -0.295)  -0.078
C (-5.565, 1.798, 1.087)  -0.077
C (-4.304, 1.795, 1.667)  -0.088
C (-1.945, -0.644, 3.021)  -0.583
Br (-2.117, -1.515, 1.354)  0.910
C (-2.061, -1.437, 4.144)  -0.289
F (-2.218, -2.754, 4.050)  0.084
H (-2.873, 4.235, 1.032)  0.100
H (-2.258, 6.579, 1.486)  0.106
H (-0.157, 7.105, 2.684)  0.103
H (1.347, 5.267, 3.396)  0.104
H (0.741, 2.929, 2.937)  0.087
H (-2.424, 1.627, -1.137)  0.051
H (-4.668, 1.635, -2.182)  0.111
H (-6.690, 1.731, -0.741)  0.105
H (-6.446, 1.841, 1.717)  0.104
H (-4.215, 1.841, 2.746)  0.108
C (1.698, -1.621, 4.641)  -0.055
N (1.750, -0.922, 3.359)  -0.111
C (1.188, -1.248, 2.187)  -0.183
N (1.436, -0.307, 1.298)  0.025
C (2.199, 0.586, 1.998)  -0.225
N (2.412, 0.257, 3.252)  0.126
C (1.914, -3.117, 4.544)  -0.184
C (1.476, -3.922, 5.590)  -0.028
C (1.682, -5.294, 5.556)  -0.051
C (2.299, -5.888, 4.466)  -0.010
C (2.725, -5.089, 3.412)  -0.129
C (2.552, -3.709, 3.464)  0.024
C (3.303, -5.697, 2.212)  -0.288
N (3.456, -6.940, 1.921)  0.127
N (3.975, -6.986, 0.623)  0.126
C (4.079, -5.766, 0.225)  -0.288
O (3.680, -4.896, 1.184)  0.119
C (4.516, -5.251, -1.073)  -0.132
C (4.693, -6.130, -2.139)  -0.011
C (5.069, -5.634, -3.373)  -0.052
C (5.268, -4.270, -3.553)  -0.024
C (5.104, -3.390, -2.493)  -0.192
C (5.319, -1.904, -2.687)  -0.070
N (4.094, -1.116, -2.555)  -0.122
C (3.550, -0.566, -1.464)  -0.156
N (2.405, 0.014, -1.768)  0.031
C (2.281, -0.249, -3.109)  -0.188
N (3.287, -0.923, -3.625)  0.129
C (4.728, -3.888, -1.252)  0.030
H (0.737, -1.422, 5.114)  0.114
H (2.464, -1.163, 5.256)  0.135
H (0.602, -2.143, 2.021)  0.119
H (2.593, 1.498, 1.560)  0.118
H (0.965, -3.472, 6.438)  0.121
H (1.341, -5.907, 6.383)  0.112
H (2.439, -6.961, 4.408)  0.121
H (2.925, -3.110, 2.645)  0.117
H (4.523, -7.189, -1.981)  0.120
H (5.196, -6.311, -4.210)  0.111
H (5.546, -3.886, -4.530)  0.118
H (5.698, -1.712, -3.683)  0.122
H (6.036, -1.522, -1.964)  0.131
H (4.021, -0.571, -0.487)  0.131
H (1.445, 0.077, -3.707)  0.097
H (4.588, -3.215, -0.412)  0.120
Cl (-3.855, -0.449, -6.460)  0.652
C (-2.911, -0.437, -5.014)  -0.727
C (-2.192, 0.698, -4.646)  -0.711
Cl (-2.242, 2.107, -5.640)  0.673
C (-1.440, 0.705, -3.475)  -0.616
Cl (-0.548, 2.128, -3.017)  0.694
C (-1.366, -0.422, -2.606)  -0.537
O (-0.709, -0.424, -1.510)  -0.291
C (-2.122, -1.550, -3.018)  -0.601
Cl (-2.085, -2.925, -1.969)  0.681
C (-2.866, -1.562, -4.187)  -0.705
Cl (-3.755, -2.973, -4.622)  0.676

Summary:
- E_HOMO: -0.2752 hartree
- Net charge: 0
- ΔE to the lowest compared entry with this formula, charge and spin: 45.36 kJ/mol

=====

The following is a quantum chemistry calculation of a molecular structure, C44H28F5N4ORuTe, from the Open Molecules 2025 dataset.

Last column: Mulliken spin population.
Positions of all 84 atoms, in Å:
Ru (0.013, 0.098, -0.445)  0.030
C (5.426, 5.451, 0.673)  0.000
C (4.921, 4.684, 1.714)  0.002
C (3.944, 3.731, 1.465)  0.013
C (3.463, 3.539, 0.174)  0.017
C (3.976, 4.308, -0.866)  0.010
C (4.953, 5.261, -0.617)  0.001
C (2.412, 2.513, -0.084)  0.050
C (2.838, 1.165, -0.171)  0.071
C (4.227, 0.742, -0.090)  -0.014
C (4.239, -0.598, -0.178)  0.019
C (2.859, -1.022, -0.323)  -0.013
C (2.445, -2.321, -0.421)  0.038
C (3.474, -3.395, -0.313)  0.031
C (3.691, -4.013, 0.915)  0.009
C (4.645, -5.013, 1.032)  0.004
C (5.386, -5.403, -0.076)  0.000
C (5.171, -4.790, -1.302)  0.003
C (4.217, -3.789, -1.421)  0.007
C (1.089, -2.742, -0.549)  0.149
N (0.028, -1.935, -0.594)  0.016
C (-1.095, -2.753, -0.640)  0.023
C (-2.394, -2.335, -0.682)  0.044
C (-3.462, -3.375, -0.641)  -0.003
C (-4.142, -3.748, -1.797)  0.011
C (-5.133, -4.717, -1.742)  0.003
C (-5.453, -5.317, -0.531)  0.000
C (-4.779, -4.945, 0.623)  0.003
C (-3.786, -3.977, 0.571)  -0.002
C (-2.820, -0.974, -0.710)  0.170
C (-4.208, -0.565, -0.768)  -0.061
C (-4.216, 0.781, -0.740)  0.107
C (-2.831, 1.210, -0.646)  -0.005
N (-2.017, 0.100, -0.659)  -0.063
C (-2.418, 2.514, -0.515)  0.036
C (-1.068, 2.937, -0.389)  0.121
C (-0.666, 4.315, -0.195)  -0.054
C (0.675, 4.317, -0.073)  0.069
C (1.109, 2.939, -0.192)  -0.022
N (0.012, 2.138, -0.398)  0.023
C (-3.468, 3.572, -0.462)  0.010
C (-3.678, 4.417, -1.548)  0.014
C (-4.656, 5.400, -1.493)  0.001
C (-5.428, 5.550, -0.349)  0.001
C (-5.220, 4.714, 0.739)  0.000
C (-4.244, 3.729, 0.683)  0.005
C (-0.667, -4.141, -0.643)  0.051
C (0.675, -4.135, -0.596)  -0.021
N (2.038, 0.101, -0.322)  0.116
H (6.187, 6.196, 0.868)  0.000
H (5.286, 4.828, 2.722)  0.000
H (3.547, 3.129, 2.274)  -0.002
H (3.604, 4.156, -1.873)  -0.001
H (5.345, 5.855, -1.433)  0.000
H (5.066, 1.409, 0.026)  -0.003
H (5.085, -1.264, -0.149)  -0.001
H (3.110, -3.701, 1.775)  -0.002
H (4.812, -5.486, 1.991)  0.000
H (6.131, -6.183, 0.017)  0.000
H (5.748, -5.089, -2.167)  0.000
H (4.048, -3.305, -2.375)  0.000
H (-3.888, -3.280, -2.740)  0.000
H (-5.654, -5.006, -2.645)  0.000
H (-6.225, -6.074, -0.489)  0.000
H (-5.025, -5.409, 1.570)  0.000
H (-3.256, -3.677, 1.467)  -0.001
H (-5.048, -1.237, -0.821)  -0.003
H (-5.066, 1.442, -0.767)  0.004
H (-1.342, 5.152, -0.142)  -0.004
H (1.330, 5.156, 0.096)  0.003
H (-3.074, 4.298, -2.439)  0.000
H (-4.815, 6.048, -2.344)  0.000
H (-6.190, 6.318, -0.306)  0.000
H (-5.817, 4.829, 1.634)  0.000
H (-4.074, 3.076, 1.531)  0.000
H (-1.332, -4.988, -0.681)  -0.001
H (1.347, -4.976, -0.582)  -0.002
F (-1.204, 0.109, 4.021)  -0.001
Te (0.006, -0.874, 3.004)  -0.001
F (0.240, -1.909, 4.529)  0.000
F (-1.344, -2.100, 2.564)  0.001
F (1.279, -2.016, 2.232)  0.001
F (1.402, 0.179, 3.657)  -0.001
O (-0.293, 0.173, 1.567)  -0.004

Summary:
- E_HOMO (alpha / beta): -0.2679 / -0.2781 hartree
- 2S+1: 2
- Expectation value of S²: 0.82
- Net charge: 0